1.
{"formula": "C44H44F10N2O3P", "method": "the ωB97M-V functional and the def2-TZVPD basis", "species": ["C", "C", "C", "C", "C", "N", "P", "N", "O", "C", "C", "F", "F", "C", "F", "F", "F", "C", "C", "O", "C", "C", "O", "C", "C", "H", "H", "H", "H", "H", "H", "H", "H", "H", "H", "H", "H", "H", "H", "H", "H", "H", "H", "H", "F", "C", "C", "C", "C", "C", "C", "H", "H", "H", "H", "H", "F", "C", "C", "C", "C", "C", "C", "H", "H", "H", "H", "H", "F", "C", "C", "C", "C", "C", "C", "H", "H", "H", "H", "H", "F", "C", "C", "C", "C", "C", "C", "H", "H", "H", "H", "H", "F", "C", "C", "C", "C", "C", "C", "H", "H", "H", "H", "H"], "positions_angstrom": [[-1.607709, 0.507786, -5.999130], [-0.778547, -0.549037, -6.162732], [0.311226, -0.956854, -5.188820], [0.016222, -0.590817, -3.755631], [1.050875, -0.078046, -2.987501], [0.912097, 0.298976, -1.701124], [2.444002, 0.938152, -0.877237], [2.681089, -0.068194, 0.488223], [3.684317, 0.547619, -1.850695], [-0.290403, 0.218224, -1.091512], [-0.563196, 0.625956, 0.366026], [-1.868144, 0.951140, 0.400915], [0.108384, 1.704624, 0.758130], [-0.400570, -0.564299, 1.401283], [0.560874, -0.346174, 2.264046], [-1.524037, -0.708154, 2.081994], [-0.202070, -1.707352, 0.738532], [-1.359185, -0.291321, -1.802053], [-1.232005, -0.727335, -3.125015], [-2.331476, -1.233225, -3.684752], [-2.257916, -2.625766, -4.074802], [-1.898439, -3.537224, -2.898571], [-2.425950, -4.819042, -3.100606], [-3.799933, -4.901837, -2.691883], [-3.893143, -5.458659, -1.281835], [-1.284366, 1.539679, -5.902116], [-2.678477, 0.322432, -6.005604], [-0.893838, -1.184531, -7.037579], [1.252436, -0.489302, -5.497045], [0.436615, -2.035881, -5.247105], [2.016738, 0.032926, -3.453534], [2.232430, -0.979967, 0.394656], [3.684737, -0.236521, 0.538661], [3.923448, -0.392125, -1.801992], [-2.333544, -0.402541, -1.358432], [-1.603833, -2.777569, -4.928987], [-3.259222, -2.878866, -4.403299], [-0.815591, -3.641821, -2.822962], [-2.262073, -3.085512, -1.969933], [-4.265637, -3.915108, -2.733414], [-4.324412, -5.536919, -3.400661], [-3.167712, -6.266066, -1.207048], [-4.877705, -5.859398, -1.068673], [-3.612639, -4.697811, -0.556314], [-3.902713, -8.676250, -4.667630], [-2.568380, -8.707592, -4.474138], [-1.907932, -9.918199, -4.536204], [-0.534974, -9.939524, -4.338735], [0.152283, -8.761693, -4.075086], [-0.535384, -7.557325, -4.013645], [-1.906130, -7.524478, -4.218821], [-2.463046, -10.824999, -4.735448], [-0.000716, -10.878294, -4.390419], [1.222485, -8.784798, -3.918199], [-0.003872, -6.637689, -3.804363], [-2.455836, -6.595314, -4.184844], [4.794960, 3.287656, 0.386602], [4.048744, 4.198122, 1.058216], [4.568614, 5.451277, 1.302484], [3.789384, 6.372499, 1.990097], [2.517592, 6.026683, 2.426654], [2.016655, 4.757365, 2.172089], [2.786544, 3.836212, 1.477154], [5.565122, 5.697651, 0.961054], [4.177897, 7.362171, 2.186684], [1.918595, 6.745037, 2.965029], [1.027094, 4.484124, 2.515349], [2.418101, 2.843589, 1.261392], [-0.475712, 3.442028, -5.205021], [-1.370332, 4.290564, -4.636787], [-0.929243, 5.519790, -4.194450], [-1.843759, 6.388077, -3.616504], [-3.174045, 6.014213, -3.482332], [-3.594052, 4.770348, -3.931415], [-2.688378, 3.898097, -4.519057], [0.112935, 5.789061, -4.302918], [-1.516186, 7.358825, -3.270908], [-3.882773, 6.693494, -3.028872], [-4.629643, 4.476942, -3.825735], [-2.999163, 2.928056, -4.883611], [2.132606, 6.862079, 5.344149], [2.224436, 5.807301, 6.184194], [2.426506, 4.544914, 5.660836], [2.524290, 3.467975, 6.530378], [2.408754, 3.665275, 7.899766], [2.201991, 4.941967, 8.403059], [2.113227, 6.026314, 7.541778], [2.505959, 4.409837, 4.591611], [2.689285, 2.472650, 6.138777], [2.480203, 2.822464, 8.574746], [2.108694, 5.095789, 9.469462], [1.959976, 7.030486, 7.913866], [0.551224, -0.596724, 10.784135], [0.733516, -0.678766, 9.455138], [-0.018573, 0.128641, 8.625085], [0.175014, 0.044791, 7.254196], [1.106026, -0.845313, 6.735109], [1.848596, -1.650907, 7.587985], [1.667587, -1.567272, 8.960320], [-0.742443, 0.810185, 9.051327], [-0.400345, 0.675964, 6.590035], [1.252892, -0.910395, 5.664528], [2.571479, -2.347376, 7.184869], [2.240649, -2.179848, 9.643122]], "forces_ev_per_a": [[0.09, -0.23, -0.33], [-0.18, 0.12, 0.17], [0.60, 1.12, -0.83], [0.30, 0.26, -0.09], [-0.86, -0.28, -0.37], [0.60, -1.13, 0.38], [1.21, 2.66, 0.87], [-0.62, -0.76, -1.43], [-0.84, -0.75, -0.12], [-0.57, -0.23, -0.51], [-0.57, -0.35, -0.25], [-0.24, 0.18, 0.01], [0.64, 0.05, 0.00], [-0.77, 0.40, 0.20], [0.56, -0.03, 0.08], [-0.33, -0.02, 0.14], [0.55, -0.29, -0.21], [0.22, 0.20, -0.01], [0.31, 0.09, 0.30], [0.17, -0.27, 0.20], [-0.38, -0.28, -0.09], [0.27, 0.14, -0.18], [-0.21, 0.55, 0.07], [-0.20, -0.13, 0.30], [0.52, -0.04, -0.33], [0.15, -0.26, 1.79], [-0.13, 0.38, -1.81], [-0.99, -1.03, 0.80], [0.29, -0.25, 0.28], [0.10, -0.10, -0.17], [0.21, 0.17, 0.23], [0.11, -0.06, 0.30], [0.02, 0.13, 0.42], [0.25, 0.02, -0.20], [-0.06, 0.11, 0.19], [0.18, 0.14, -0.05], [-0.16, 0.15, -0.03], [0.09, -0.04, 0.11], [-0.05, -0.01, 0.09], [-0.04, 0.08, -0.15], [0.08, -0.14, -0.11], [-0.05, -0.17, 0.09], [-0.17, 0.12, 0.10], [-0.13, 0.00, 0.19], [-0.02, 0.01, 0.00], [0.25, -0.05, 0.02], [-0.09, -0.16, -0.03], [-0.01, 0.13, 0.02], [0.06, 0.00, 0.01], [0.01, -0.13, -0.01], [-0.21, 0.06, -0.09], [-0.01, 0.02, -0.01], [-0.01, -0.02, 0.01], [0.00, -0.01, 0.00], [-0.02, 0.02, 0.00], [0.11, -0.18, -0.07], [-0.01, -0.04, -0.01], [-0.08, 0.14, 0.09], [0.19, 0.06, -0.06], [-0.09, -0.14, -0.01], [-0.07, 0.09, -0.13], [0.10, 0.13, -0.16], [-0.12, -0.21, 0.03], [-0.01, -0.02, -0.01], [0.02, 0.00, 0.01], [0.00, 0.00, 0.01], [-0.01, -0.01, -0.02], [0.00, -0.01, 0.05], [0.03, 0.05, 0.04], [-0.16, 0.19, 0.12], [0.21, 0.04, -0.01], [-0.09, -0.08, 0.00], [-0.02, 0.03, 0.03], [0.08, 0.07, 0.03], [-0.01, -0.20, -0.05], [-0.01, -0.01, -0.03], [0.02, 0.00, 0.00], [0.00, 0.00, -0.01], [-0.01, -0.01, -0.03], [0.00, 0.01, -0.01], [-0.01, 0.01, 0.07], [0.03, -0.20, 0.17], [0.02, -0.04, -0.16], [-0.05, 0.12, 0.13], [0.01, -0.11, 0.06], [0.01, -0.06, -0.10], [-0.04, 0.17, 0.07], [0.06, 0.04, 0.06], [-0.01, 0.00, -0.01], [0.00, 0.00, 0.00], [0.01, 0.02, 0.01], [-0.01, 0.00, -0.03], [0.00, 0.00, 0.02], [0.03, -0.01, -0.18], [-0.13, 0.15, 0.05], [0.11, -0.10, 0.00], [0.00, 0.02, -0.07], [-0.07, 0.09, -0.02], [0.10, -0.11, 0.09], [0.02, 0.00, 0.03], [-0.02, 0.02, 0.03], [0.00, 0.00, 0.00], [0.02, 0.00, 0.02], [-0.03, 0.01, 0.02]], "spin_multiplicity": 1, "e_above_lowest_kj_mol": 0.0, "e_lumo_ev": -4.07, "charge": 1, "orbital_gap_ha": 0.241}

=====

2.
{"formula": "C4H4N3S", "method": "the ωB97M-V functional and the def2-TZVPD basis", "species": ["H", "N", "C", "C", "N", "C", "N", "C", "S", "H", "H", "H"], "positions_angstrom": [[1.613280, 2.139046, 0.242063], [1.247644, 1.226707, -0.021450], [-0.044315, 1.342781, 0.086451], [-0.781930, 0.196263, -0.001797], [-0.374551, -1.125432, -0.145278], [-1.438477, -1.960851, 0.009924], [-2.575023, -1.406083, 0.132015], [-2.475669, -0.039593, 0.093751], [-3.662371, 1.095969, -0.066479], [-0.532758, 2.237401, 0.299118], [0.501487, -1.498925, -0.411445], [-1.462603, -2.973906, -0.152329]], "forces_ev_per_a": [[0.52, 0.04, -0.30], [0.72, 1.07, 0.33], [1.70, -2.06, -0.26], [-6.77, -1.98, -0.20], [-1.08, -0.42, 0.67], [1.65, 1.82, -0.69], [-2.84, 1.70, 0.54], [5.69, -0.07, -0.52], [-0.52, 0.47, 0.29], [-1.03, 1.52, 0.31], [0.97, 0.29, 0.01], [0.98, -2.38, -0.19]], "spin_multiplicity": 1, "e_above_lowest_kj_mol": 102.7, "e_lumo_ev": [3.88, 3.88], "charge": -1, "orbital_gap_ha": [0.231, 0.231]}

=====

3.
{"formula": "C2HLuO4", "method": "the ωB97M-V functional and the def2-TZVPD basis", "species": ["O", "C", "O", "C", "O", "O", "Lu", "H"], "positions_angstrom": [[2.269085, 0.345681, 2.529618], [1.502508, -0.087861, 1.792981], [0.490662, -0.613791, 1.460528], [-0.698005, 0.368408, -1.627803], [-1.474449, 0.962051, -0.834182], [-0.819615, -0.889215, -1.709709], [-1.529236, -1.016158, 0.384338], [0.259051, 0.930884, -1.995772]], "forces_ev_per_a": [[-0.20, -0.31, -2.38], [0.82, 0.69, 4.23], [-1.62, -0.58, -2.26], [1.99, 1.34, 0.37], [-0.43, -0.66, 1.79], [0.03, -1.67, 1.28], [1.38, 2.16, -2.81], [-1.97, -0.96, -0.23]], "spin_multiplicity": 1, "e_above_lowest_kj_mol": 0.0, "e_lumo_ev": -11.49, "charge": 2, "orbital_gap_ha": 0.340}

=====

4.
{"formula": "C3H4O2", "method": "the ωB97M-V functional and the def2-TZVPD basis", "species": ["C", "C", "C", "O", "O", "H", "H", "H", "H"], "positions_angstrom": [[0.781824, -0.050953, 0.073969], [-0.419695, -0.566875, -0.034019], [-1.600304, 0.160963, -0.104227], [-3.913790, 0.332939, 0.047395], [-2.726934, -0.402755, -0.037153], [1.595857, -0.649296, 0.173594], [0.923267, 1.064243, 0.336500], [-0.357233, -1.641892, -0.307113], [-1.698012, 1.181689, -0.205252]], "forces_ev_per_a": [[-1.05, 4.64, 1.50], [1.37, -2.85, -1.51], [-3.11, -0.63, 0.22], [1.43, -0.18, -0.32], [-0.26, -0.68, 0.30], [2.36, -1.57, -0.12], [-0.16, -1.82, -0.68], [-0.99, 0.60, 0.61], [0.40, 2.48, 0.01]], "spin_multiplicity": 1, "e_above_lowest_kj_mol": 555.3, "e_lumo_ev": [-1.04, -1.04], "orbital_gap_ha": [0.292, 0.292]}

=====

| no. | largest force on an atom (eV/A) |
| --- | --- |
| 1 | 3.0 |
| 2 | 7.1 |
| 3 | 4.4 |
| 4 | 5.0 |